# C3H8FP

A 2-piece molecular cluster, C3H8FP overall (wB97M-V/def2-TZVPD, the Open Molecules 2025 dataset).

XYZ file:
```
13
Properties=species:S:1:pos:R:3:forces:R:3:mulliken_charge:R:1
C 0.78628 -0.22512 1.45318 -3.005 0.472 -1.106 -0.941
C 0.89483 -0.43001 -1.20815 1.312 -1.642 2.290 -1.316
C 0.57202 0.23202 0.05097 -0.620 1.873 0.653 0.567
F 0.68939 1.62112 -0.02161 0.011 -0.827 -0.319 -0.324
P -2.79032 0.03508 0.07280 0.803 -1.130 -0.014 -0.036
H 0.90952 0.66717 2.03751 0.247 0.127 0.519 0.324
H -0.13272 -0.77761 1.79375 1.106 0.288 -0.058 0.227
H 1.61995 -0.82361 1.38715 2.058 -1.629 0.749 0.336
H 0.70802 0.23279 -1.97162 -1.300 0.719 -2.227 0.401
H 0.60910 -1.47736 -1.14547 -1.367 0.106 -0.765 0.330
H 1.93986 -0.67279 -1.33836 1.279 0.550 0.356 0.398
H -2.36966 0.39077 -1.21212 0.236 -0.223 -0.474 0.011
H -3.43628 1.22755 0.10198 -0.759 1.315 0.397 0.024
```
Forces are in eV/Å.

The total energy comes out at -15242.973 eV. Its strongest force on any atom is 3.24 eV/Å. The calculation puts the gap between HOMO and LUMO (alpha / beta) at 0.2369 / 0.3484 hartree. Its net charge is 0. Its HOMO energy (alpha / beta) is -0.274 / -0.318 hartree.



# C2H2FIr

C2H2FIr as an isolated structure (wB97M-V/def2-TZVPD, the Open Molecules 2025 dataset).

XYZ file:
```
6
Properties=species:S:1:pos:R:3:forces:R:3:mulliken_charge:R:1
F -2.36395 0.08738 -0.51535 2.967 0.485 1.243 -0.499
C -0.60107 0.46764 0.06156 -2.126 1.436 -1.659 -0.070
C 0.28739 -0.43561 0.04005 0.585 -0.835 -0.211 -0.410
H -0.65775 1.57453 0.02483 -0.311 -1.270 0.188 0.260
H 0.19108 -1.51832 -0.03256 0.163 0.426 -0.072 0.312
Ir 2.88272 0.23298 -0.76510 -1.278 -0.241 0.510 0.407
```
Forces are in eV/Å.

The total energy comes out at -7653.076 eV. Its strongest force on any atom is 3.25 eV/Å. The calculation puts the gap between HOMO and LUMO (alpha / beta) at 0.3161 / 0.2291 hartree. Its spin multiplicity is 5. Its net charge is 0. Its HOMO energy (alpha / beta) is -0.330 / -0.345 hartree.



# C4H13N2O2

A 2-piece molecular cluster, C4H13N2O2 overall (wB97M-V/def2-TZVPD, the Open Molecules 2025 dataset).

XYZ file:
```
21
Properties=species:S:1:pos:R:3:forces:R:3:mulliken_charge:R:1
C -0.38450 0.45391 1.90031 0.240 -0.012 0.032 -0.911
N 0.28680 -0.13067 3.06855 0.406 0.213 0.067 -0.679
C 0.34408 0.34774 0.55645 0.005 0.155 0.009 0.377
C 0.68916 -1.10731 0.23546 0.260 0.064 -0.160 -1.417
N -0.46091 1.05052 -0.43059 0.000 -0.054 -0.320 -0.384
C 0.21909 1.30505 -1.73967 0.211 0.088 -0.022 -0.556
O 0.47221 0.22240 -2.50728 -0.127 -0.036 0.174 -0.866
H -0.56282 1.50719 2.11314 -0.138 0.034 -0.076 0.392
H -1.34900 -0.04329 1.78933 -0.177 0.049 0.067 0.347
H 0.40063 -1.12208 2.92204 -0.020 -0.241 -0.018 0.284
H 1.24320 0.23201 3.12235 -0.359 -0.043 -0.020 0.272
H 1.27534 0.92381 0.63535 0.107 -0.040 0.044 0.204
H 1.20834 -1.16926 -0.71865 -0.168 0.115 -0.132 0.420
H -0.23647 -1.68335 0.15353 0.049 -0.155 0.081 0.239
H 1.36127 -1.53942 0.98723 -0.227 -0.059 0.121 0.431
H -1.26580 0.47926 -0.68563 -0.013 -0.055 0.191 0.321
H -0.43789 2.04859 -2.23425 -0.150 0.011 -0.050 0.264
H 1.14111 1.87388 -1.48570 0.039 -0.034 0.144 0.360
H -0.80683 -0.56035 -2.57424 0.053 0.058 -0.264 0.396
H -1.43110 -1.99282 -2.48681 0.171 -0.686 0.106 0.254
O -1.70591 -1.09579 -2.62089 -0.163 0.627 0.024 -0.748
```
Forces are in eV/Å.

The total energy comes out at -11434.628 eV. Its strongest force on any atom is 0.71 eV/Å. The calculation puts the gap between HOMO and LUMO at 0.2713 hartree. Its net charge is -1. Its HOMO energy is -0.128 hartree.



The lowest strongest force on any atom belongs to which entry?
C4H13N2O2